Entry 1:
# C11H14N2

One molecule with the formula C11H14N2 in a non-equilibrium geometry (ωB97M-V with the def2-TZVPD basis set, the Open Molecules 2025 dataset).

XYZ file:
```
27
Properties=species:S:1:pos:R:3:forces:R:3
C -1.592 1.196 -0.244 2.1 0.7 -0.1
H -1.042 2.145 -0.223 -0.3 -0.4 -0.5
H 3.548 -1.224 -0.412 -0.9 0.6 0.1
H 2.703 -1.218 -1.890 -0.5 0.8 0.5
C 1.724 0.785 1.492 -0.2 -1.5 -0.5
N -1.376 -1.254 -0.201 -1.8 2.6 -0.7
C 2.643 -0.745 -0.877 0.9 -2.6 -0.3
H 2.247 -1.484 1.792 0.8 0.4 0.1
C 1.370 1.118 -0.004 1.2 0.3 -1.6
H -3.158 -2.194 -0.014 -0.5 -0.4 0.1
C 1.508 -0.815 1.368 -1.5 -0.5 1.1
C 1.326 -1.099 -0.152 -0.7 0.2 0.4
H 0.942 2.063 -0.350 0.4 0.2 0.9
C -3.561 -0.040 0.172 3.0 -1.3 -1.8
H -4.587 -0.173 0.366 -1.0 0.0 0.0
C -0.853 0.013 -0.323 0.3 -1.5 0.8
H 0.738 -2.020 -0.382 1.1 0.6 0.2
H 3.564 1.125 -0.375 0.4 0.4 0.3
H 2.645 1.144 -1.872 -0.3 0.2 0.3
H -3.442 2.166 -0.186 0.0 -0.7 0.6
N 0.499 0.061 -0.533 0.7 -0.2 0.4
H 0.604 -1.179 1.959 0.6 0.8 -1.0
H 1.056 1.309 2.215 0.5 -0.7 -0.4
C -2.920 1.199 -0.065 -2.4 -0.5 0.3
C -2.728 -1.215 -0.065 -0.2 1.6 1.4
C 2.669 0.767 -0.845 -0.7 0.5 -0.1
H 2.804 0.914 1.773 -1.1 0.5 -0.5
```
Positions in Å, forces in eV/Å.

For the frontier orbital gap, the calculation gives 0.32653 hartree. As for the total charge: 0. As for the SMILES: c1ccc(N2[C@H]3CC[C@@H]2CC3)nc1. As for the total energy: -537.0273 a.u. The molar mass comes out at 174.25 g/mol. Its HOMO energy is -7.882 eV.

***

Entry 2:
# C6H5Cl2GaNO3Ti

C6H5Cl2GaNO3Ti as an isolated structure in a non-equilibrium geometry (ωB97M-V with the def2-TZVPD basis set, the Open Molecules 2025 dataset).

XYZ file:
```
19
Properties=species:S:1:pos:R:3:forces:R:3
C 1.915 0.488 0.472 2.2 1.2 1.1
H 5.318 0.708 0.161 -0.7 -0.1 -0.2
O -6.142 -1.760 -0.636 4.7 2.5 -1.2
H 3.515 0.451 1.824 -0.4 0.2 -0.2
C -4.448 1.113 -1.815 -4.6 8.8 -3.4
H 4.108 0.865 -1.172 0.3 -0.3 0.6
N 0.802 0.224 0.281 -1.8 -1.0 0.4
O -0.858 -1.804 3.183 -0.3 2.1 -4.1
O -5.004 2.057 -2.162 2.6 -4.5 1.6
C 4.304 0.408 -0.180 0.8 -0.6 -1.3
Cl -1.408 0.622 -1.595 -1.7 -0.1 0.0
Ga -3.546 -0.393 -1.240 6.1 -1.5 -0.6
H 3.325 1.997 0.922 -0.4 -0.3 0.0
C -5.148 -1.236 -0.876 -8.7 -5.4 2.2
C 3.279 0.892 0.832 -0.6 -0.1 0.3
C -0.937 -1.270 2.168 1.1 -5.6 10.8
Ti -1.084 -0.412 0.539 1.6 3.3 -6.3
Cl -2.262 -2.249 -0.445 -0.3 0.8 0.3
H 4.272 -0.700 -0.263 0.2 0.7 0.0
```
Positions in Å, forces in eV/Å.

For the frontier orbital gap (alpha / beta), the calculation gives 0.16883 / 0.17199 hartree. As for the spin multiplicity: 2. As for the total charge: +4. As for the total energy: -4204.7893 a.u. The molar mass comes out at 327.61 g/mol. Its HOMO energy (alpha / beta) is -23.967 / -23.970 eV.

***

Entry 3:
# C35H46BrCdFN6O2Si2

C35H46BrCdFN6O2Si2 as an isolated structure (ωB97M-V with the def2-TZVPD basis set, the Open Molecules 2025 dataset).

XYZ file:
```
94
Properties=species:S:1:pos:R:3:forces:R:3
C 2.700 0.307 0.092 0.0 0.0 0.1
H -2.407 -4.829 0.901 0.0 0.0 0.0
C -2.964 1.207 -4.012 0.0 0.0 0.0
C 1.114 2.381 -1.822 0.0 0.0 0.1
H -5.350 -3.168 2.416 0.0 0.0 0.0
H -0.360 1.564 -3.127 0.1 0.0 0.0
H -5.801 -0.507 -0.891 0.0 0.0 0.0
C 2.185 2.229 -2.712 0.0 0.0 0.0
C 6.812 0.494 1.386 0.0 0.0 0.0
H -0.593 -4.441 -3.337 0.0 0.0 0.0
H 1.247 -3.688 -0.530 0.0 0.0 0.0
O -0.918 1.602 1.087 -0.1 0.2 0.4
H -2.391 2.061 -3.650 0.0 0.0 0.0
O -0.894 3.676 2.548 0.2 -0.1 -0.1
H 4.246 2.682 -3.178 0.0 0.0 0.0
H 0.550 3.295 0.040 0.1 0.0 0.0
C 7.659 1.412 -0.661 0.0 0.0 0.0
H -2.000 -4.603 -2.532 0.0 0.0 0.0
N -1.532 -1.825 0.197 0.0 0.1 0.1
H -5.532 2.502 -3.007 0.0 0.0 0.0
H -1.279 -2.176 3.324 0.0 0.0 0.0
F 4.828 4.132 -1.108 0.0 0.0 0.0
H -6.066 1.609 -1.575 0.0 0.0 0.0
C -0.190 0.911 2.068 0.2 0.1 0.1
C -0.597 3.466 4.892 0.1 0.0 0.0
C 0.050 1.342 5.841 0.0 0.0 0.0
C -4.934 -2.584 1.602 0.0 0.0 0.0
C -5.154 -1.100 -0.255 0.0 0.0 0.0
H -2.257 0.461 -4.384 0.0 0.0 0.0
C -5.743 -1.855 0.755 0.0 0.0 0.0
H -2.201 -2.181 -3.011 0.0 0.0 0.0
N -1.521 -4.051 -3.238 0.0 0.0 0.0
N 1.238 0.797 1.719 0.0 0.1 -0.1
H 8.604 1.671 1.250 0.0 0.0 0.0
H -1.012 2.557 1.460 0.0 -0.3 0.0
H -0.863 4.511 5.006 0.0 0.0 0.0
H 3.393 1.031 0.526 0.0 0.0 0.0
C 4.483 -0.447 -1.442 0.0 0.0 0.0
C -0.589 2.945 3.569 -0.2 0.0 -0.2
H -1.309 -2.661 -1.763 0.0 0.1 0.0
N -3.200 -0.283 -1.477 0.0 -0.1 0.0
C -3.772 -1.048 -0.480 0.1 0.0 0.0
H -5.890 -1.282 -3.038 0.0 0.0 0.0
H 0.290 0.728 6.701 0.0 0.0 0.0
H 1.542 -4.063 1.171 0.0 0.0 0.0
H -2.946 -3.110 2.112 0.0 0.0 0.0
H -0.984 2.471 -1.731 0.0 0.0 -0.1
H -0.296 3.134 6.977 0.0 0.0 0.0
H 1.758 1.662 1.858 0.0 0.0 0.0
H 6.489 1.022 -2.414 0.0 0.0 0.0
H 4.729 -0.894 -2.398 0.0 0.0 0.0
C 7.774 1.233 0.710 0.0 0.0 0.0
C -1.334 -4.749 0.734 0.0 0.0 0.0
C 3.198 -0.414 -1.070 0.0 0.0 0.0
H 2.757 4.341 0.459 0.0 0.0 0.0
H 0.300 -0.244 4.417 0.0 0.0 0.0
Si -4.097 0.479 -2.699 0.0 -0.1 -0.1
H 5.002 -0.645 1.226 0.0 0.0 0.0
H -3.579 1.543 -4.854 0.0 0.0 0.0
H -6.821 -1.848 0.877 0.0 0.0 0.0
C -5.197 -0.725 -3.671 0.0 0.0 0.0
H 8.395 1.998 -1.197 0.0 0.0 0.0
C 1.354 3.159 -0.674 0.0 0.0 0.0
H 2.036 1.640 -3.610 0.0 0.0 0.0
C 1.163 -3.297 0.484 0.0 0.0 0.0
Si -0.614 -3.012 1.026 -0.1 -0.1 0.0
H -1.136 -5.022 -0.309 0.0 0.0 0.0
H 6.893 0.346 2.456 0.0 0.0 0.0
H -0.260 -3.622 3.445 0.0 0.0 0.0
Cd -1.017 0.020 -0.963 0.0 0.2 0.1
H 0.456 -2.060 3.038 0.0 0.0 0.0
C 2.587 3.742 -0.427 0.0 0.0 0.0
C -5.189 1.924 -2.142 0.0 0.0 0.0
C -2.923 -1.823 0.395 0.0 0.0 -0.1
H -0.826 -5.486 1.364 0.0 0.0 0.0
C 5.607 0.128 -0.680 -0.1 0.0 0.0
N 1.543 0.121 0.600 0.0 -0.1 0.1
C 3.427 2.806 -2.479 0.0 0.0 0.0
C -0.423 -2.694 2.888 0.0 0.0 0.0
C -3.552 -2.547 1.415 0.0 0.1 0.0
H 1.797 -2.418 0.576 0.0 0.0 0.0
C 5.743 -0.058 0.697 0.0 0.0 0.0
H -5.778 -0.189 -4.429 0.0 0.0 0.0
C -0.254 1.562 3.441 0.0 0.0 -0.1
C -0.280 2.688 5.986 0.0 0.0 0.0
N -1.358 -2.696 -2.783 0.0 0.0 0.0
C 6.589 0.860 -1.347 0.0 0.0 0.0
C 0.051 0.804 4.560 0.0 0.0 0.0
C 3.610 3.551 -1.336 0.0 0.0 0.0
Br 1.930 -1.265 -2.188 -0.1 0.0 -0.1
H -0.563 -0.114 2.100 0.0 0.0 0.0
H -4.567 -1.455 -4.189 0.0 0.0 0.0
H -4.605 2.588 -1.500 0.0 0.0 0.0
C -0.206 1.781 -2.070 -0.1 -0.1 0.0
```
Positions in Å, forces in eV/Å.

For the frontier orbital gap, the calculation gives 0.19738 hartree. As for the total charge: -2. As for the total energy: -5261.0323 a.u. The molar mass comes out at 850.28 g/mol. Its HOMO energy is -1.335 eV.

***

Entry 4:
# C3H3NS2

One molecule with the formula C3H3NS2 in a non-equilibrium geometry (ωB97M-V with the def2-TZVPD basis set, the Open Molecules 2025 dataset).

XYZ file:
```
9
Properties=species:S:1:pos:R:3:forces:R:3
N 1.048 2.420 -0.148 -0.3 0.0 0.3
H -1.629 0.435 0.720 1.2 -1.1 -1.1
H -1.392 -0.284 -0.892 -1.8 0.6 -3.8
C 0.715 1.331 0.015 1.3 0.4 -0.6
H -1.222 -1.254 0.372 -0.6 -2.6 1.1
S 1.612 -1.081 -1.079 -1.3 0.7 0.2
C -1.051 -0.305 0.044 0.3 2.1 3.1
C 0.419 -0.074 -0.001 1.4 -0.7 0.4
S 1.501 -1.188 0.968 -0.2 0.6 0.3
```
Positions in Å, forces in eV/Å.

For the frontier orbital gap, the calculation gives 0.31230 hartree. As for the total charge: 0. As for the SMILES: CC1(C#N)SS1. As for the total energy: -967.1886 a.u. The molar mass comes out at 117.20 g/mol. Its HOMO energy is -8.913 eV.